The following is a quantum chemistry calculation of a molecular structure, C22H59AlN4P, from OMol25.

Geometry (Å):
C: -0.0252 -6.0685 1.2079
C: -0.5907 -5.0563 2.2024
P: 0.6929 -4.0323 3.0760
C: 1.0243 -2.7695 1.7460
Al: -0.6872 -2.6754 4.5160
C: -2.5578 -2.5682 3.7640
N: -3.3915 -3.7531 4.0801
H: 0.3769 -5.5646 0.3232
H: 0.7931 -6.6355 1.6570
H: -0.7871 -6.7772 0.8664
H: -1.3076 -4.4031 1.6929
H: -1.1687 -5.5651 2.9782
H: 1.4814 -1.9074 2.2381
H: 1.7157 -3.1359 0.9825
H: 0.1091 -2.4228 1.2562
H: 0.0225 -1.1995 4.4785
H: -0.7214 -3.3326 6.0061
H: -2.4693 -2.4763 2.6713
H: -3.0457 -1.6421 4.1033
H: -3.0847 -4.1711 4.9523
H: -4.3682 -3.5172 4.2095
C: -2.2329 -5.4824 -1.6166
C: -1.1378 -5.9551 -2.5559
N: -1.6383 -6.7191 -3.6903
C: -0.6012 -7.4242 -4.4202
C: 0.4589 -6.5929 -5.1547
C: -2.6560 -6.0628 -4.4942
C: -2.3161 -4.6935 -5.0993
H: -2.8355 -6.3232 -1.2699
H: -1.7820 -5.0071 -0.7458
H: -2.8967 -4.7520 -2.0820
H: -0.4638 -6.6166 -2.0046
H: -0.5304 -5.0869 -2.8583
H: -1.0952 -8.0874 -5.1372
H: -0.0920 -8.0714 -3.6998
H: 0.0601 -6.1173 -6.0503
H: 1.2848 -7.2380 -5.4617
H: 0.8711 -5.8139 -4.5123
H: -3.5484 -5.9496 -3.8749
H: -2.9292 -6.7586 -5.2927
H: -1.8455 -4.0417 -4.3617
H: -3.2303 -4.2000 -5.4352
H: -1.6455 -4.7694 -5.9543
C: 3.7006 1.2797 -0.8317
C: 2.4422 0.7478 -0.1632
N: 1.7264 1.7635 0.5895
C: 0.7147 1.2100 1.4826
C: -0.4901 0.5068 0.8540
C: 1.3395 2.9458 -0.1564
C: 0.4635 2.7611 -1.4046
H: 4.3475 1.7649 -0.0989
H: 4.2508 0.4560 -1.2889
H: 3.4765 2.0009 -1.6198
H: 2.7169 -0.0323 0.5511
H: 1.8187 0.2500 -0.9238
H: 0.3651 2.0199 2.1296
H: 1.2217 0.4971 2.1369
H: -1.2181 1.2048 0.4386
H: -0.9973 -0.0772 1.6246
H: -0.1872 -0.1912 0.0721
H: 2.2512 3.4730 -0.4531
H: 0.8278 3.6097 0.5467
H: 0.8238 1.9376 -2.0238
H: 0.4891 3.6678 -2.0135
H: -0.5758 2.5568 -1.1532
C: -0.1587 5.9923 2.2220
C: 0.9229 6.6875 1.4125
N: 0.4342 7.8392 0.6710
C: 1.3641 8.3200 -0.3350
C: 2.7015 8.9035 0.1379
C: -0.2457 8.8565 1.4564
C: 0.5186 9.4810 2.6316
H: -0.9963 5.7084 1.5831
H: 0.2495 5.0883 2.6756
H: -0.5391 6.6189 3.0298
H: 1.3152 5.9838 0.6730
H: 1.7661 6.9282 2.0799
H: 0.8395 9.0683 -0.9365
H: 1.5716 7.4778 -1.0020
H: 2.5831 9.8861 0.5935
H: 3.3763 9.0124 -0.7135
H: 3.1896 8.2505 0.8626
H: -1.1693 8.4196 1.8422
H: -0.5535 9.6418 0.7606
H: 1.0143 8.7171 3.2328
H: -0.1768 10.0108 3.2854
H: 1.2763 10.1924 2.3060

## Properties
* charge: -1
* frontier orbital gap: 0.2172 Ha

How positive or negative is each atom? The Mulliken charges in e answer that:
1 C -1.24
2 C -0.29
3 P -0.23
4 C -0.87
5 Al 0.36
6 C -0.42
7 N -0.66
8 H 0.19
9 H 0.53
10 H 0.33
11 H 0.02
12 H 0.39
13 H 0.18
14 H 0.41
15 H 0.16
16 H -0.27
17 H -0.33
18 H 0.10
19 H 0.36
20 H 0.17
21 H 0.20
22 C -1.22
23 C -0.37
24 N 0.09
25 C -0.70
26 C -0.99
27 C -0.73
28 C -0.95
29 H 0.31
30 H 0.16
31 H 0.38
32 H 0.47
33 H 0.18
34 H 0.36
35 H 0.41
36 H 0.23
37 H 0.40
38 H 0.28
39 H 0.38
40 H 0.38
41 H 0.26
42 H 0.37
43 H 0.26
44 C -1.45
45 C -0.17
46 N 0.17
47 C -0.56
48 C -0.88
49 C -0.26
50 C -1.13
51 H 0.33
52 H 0.45
53 H 0.28
54 H 0.32
55 H 0.26
56 H 0.16
57 H 0.46
58 H 0.32
59 H 0.25
60 H 0.20
61 H 0.47
62 H -0.20
63 H 0.27
64 H 0.41
65 H 0.29
66 C -1.47
67 C -0.10
68 N 0.09
69 C -0.70
70 C -0.98
71 C -0.72
72 C -0.95
73 H 0.30
74 H 0.38
75 H 0.43
76 H 0.30
77 H 0.17
78 H 0.39
79 H 0.36
80 H 0.22
81 H 0.40
82 H 0.27
83 H 0.38
84 H 0.37
85 H 0.26
86 H 0.37
87 H 0.25

The following is a quantum chemistry calculation of a molecular structure, C31H49N7O3S3Tb in a non-equilibrium geometry, from OMol25.

Geometry (Å):
Tb: 0.0141 0.1938 -0.0829
C: -3.6687 -1.4780 3.3528
N: -2.5814 -2.3941 3.0267
C: -2.6454 -3.7278 3.6141
C: -1.5843 -2.0019 2.2322
O: -1.5482 -0.8833 1.7058
C: -0.4809 -3.0207 1.9756
O: 0.4994 -2.4547 1.1461
C: 1.8319 -2.4951 1.6070
C: 2.2336 -1.0906 2.0612
O: 1.3988 -0.1795 1.9184
N: 3.4424 -0.8903 2.5631
C: 3.9144 0.4667 2.8311
C: 4.4323 -1.9514 2.7019
H: -3.8232 -1.4665 4.4312
H: -4.5934 -1.7891 2.8642
H: -3.4079 -0.4778 3.0230
H: -1.9346 -3.8458 4.4349
H: -2.4581 -4.5032 2.8725
H: -3.6441 -3.8795 4.0127
H: -0.9190 -3.8807 1.4584
H: -0.0616 -3.3681 2.9231
H: 2.4530 -2.7797 0.7548
H: 1.9651 -3.2447 2.3881
H: 3.1621 1.1832 2.5179
H: 4.8332 0.6418 2.2703
H: 4.1172 0.5860 3.8959
H: 4.9693 -2.1154 1.7651
H: 3.9724 -2.8855 3.0183
H: 5.1515 -1.6543 3.4608
C: -0.7239 2.1534 2.6929
N: -1.2711 2.3250 1.3376
C: -2.7217 2.4789 1.4389
C: -0.7070 3.5485 0.7389
C: 0.7768 3.4384 0.4656
C: 1.5618 4.5704 0.6539
C: 2.9204 4.5390 0.3777
C: 3.4850 3.3622 -0.0887
C: 2.6861 2.2405 -0.2698
C: 1.3100 2.2288 -0.0074
H: -1.0274 2.9840 3.3430
H: 0.3627 2.1207 2.6481
H: -1.0849 1.2153 3.1147
H: -2.9878 3.3510 2.0503
H: -3.1573 1.5928 1.9011
H: -3.1578 2.6166 0.4494
H: -0.9012 4.4092 1.3941
H: -1.2452 3.7310 -0.1978
H: 1.1043 5.4839 1.0185
H: 3.5285 5.4224 0.5232
H: 4.5445 3.3161 -0.3100
H: 3.1681 1.3427 -0.6459
C: -2.2540 -2.0998 -1.2985
N: -2.2473 -0.6308 -1.4033
C: -3.4545 -0.1151 -0.7389
C: -2.2909 -0.2568 -2.8317
C: -1.7180 1.1268 -3.0876
N: -0.2689 1.1932 -2.8711
C: 0.1446 2.6024 -2.9369
C: 0.4373 0.4841 -3.9462
H: -3.1201 -2.5248 -1.8198
H: -2.3156 -2.3917 -0.2510
H: -1.3465 -2.5136 -1.7327
H: -4.3502 -0.6433 -1.0888
H: -3.5798 0.9429 -0.9660
H: -3.3681 -0.2342 0.3395
H: -3.3266 -0.2851 -3.1902
H: -1.7293 -0.9947 -3.4022
H: -2.1944 1.8484 -2.4160
H: -1.9655 1.4244 -4.1168
H: -0.1255 3.0438 -3.9058
H: 1.2224 2.6750 -2.8080
H: -0.3318 3.1766 -2.1429
H: 0.1890 0.9214 -4.9235
H: 0.1980 -0.5734 -3.9574
H: 1.5106 0.5672 -3.7871
S: 6.6957 -0.1174 -2.0596
C: 5.1945 -0.7167 -2.3314
S: 4.0677 -1.0501 -1.0185
C: 2.7743 -1.3915 -2.1921
N: 3.1972 -1.2989 -3.3974
N: 4.5295 -0.9703 -3.4926
C: 5.0679 -0.9559 -4.8205
C: 6.3851 -1.3128 -5.0822
C: 6.8413 -1.3217 -6.3908
C: 5.9983 -0.9820 -7.4366
C: 4.6804 -0.6429 -7.1711
C: 4.2108 -0.6301 -5.8692
S: 1.1875 -1.8313 -1.7256
H: 7.0415 -1.5851 -4.2729
H: 7.8645 -1.6101 -6.5917
H: 6.3695 -0.9870 -8.4529
H: 4.0077 -0.3959 -7.9818
H: 3.1829 -0.3788 -5.6574

## Properties
* charge: +1
* frontier orbital gap (alpha / beta): 0.2393 / 0.2706 Ha
* expectation value of S²: 12.611
* multiplicity: 7
* energy above the lowest of the compared OMol25 structures with the same formula, charge and spin: 38.6 kcal/mol

How positive or negative is each atom? The Mulliken charges in e answer that:
1 Tb 0.49
2 C -1.12
3 N 0.22
4 C -1.01
5 C 0.16
6 O 0.08
7 C -1.28
8 O -0.03
9 C -1.46
10 C 0.68
11 O -0.31
12 N 0.21
13 C -0.94
14 C -0.90
15 H 0.50
16 H 0.36
17 H 0.19
18 H 0.31
19 H 0.36
20 H 0.43
21 H 0.39
22 H 0.70
23 H 0.42
24 H 0.51
25 H 0.18
26 H 0.37
27 H 0.35
28 H 0.26
29 H 0.34
30 H 0.37
31 C -0.91
32 N 0.97
33 C -0.92
34 C -1.86
35 C 0.42
36 C -0.71
37 C -0.95
38 C -0.78
39 C -0.85
40 C 2.07
41 H 0.48
42 H 0.20
43 H 0.06
44 H 0.45
45 H -0.11
46 H 0.24
47 H 0.44
48 H 0.46
49 H 0.44
50 H 0.38
51 H 0.53
52 H 0.18
53 C -1.03
54 N 1.30
55 C -1.00
56 C -1.12
57 C -1.03
58 N 1.46
59 C -1.32
60 C -1.89
61 H 0.51
62 H -0.05
63 H 0.36
64 H 0.45
65 H 0.32
66 H -0.14
67 H 0.33
68 H 0.58
69 H 0.39
70 H 0.45
71 H 0.46
72 H 0.29
73 H 0.16
74 H 0.39
75 H 0.35
76 H 0.50
77 S -0.30
78 C 0.16
79 S -0.14
80 C 0.15
81 N -0.70
82 N 0.56
83 C 0.48
84 C -0.53
85 C -0.73
86 C -0.43
87 C -0.70
88 C -0.07
89 S -0.41
90 H 0.36
91 H 0.37
92 H 0.38
93 H 0.37
94 H 0.44

The following is a quantum chemistry calculation of 2 unconnected molecules or ions with the total composition C4H8O2, from OMol25.

Geometry (Å):
C: -0.6996 -1.4786 1.2807
C: 0.0732 -0.7427 0.2266
O: 1.1520 -1.1538 -0.1248
C: -0.6457 0.4093 -0.4465
C: -0.1935 1.8073 -0.3500
O: -0.0018 1.0475 -1.5237
H: -1.4472 -2.0605 0.7308
H: -0.0183 -2.1686 1.7828
H: -1.2070 -0.8247 1.9945
H: 2.6906 0.3511 -1.1790
H: 2.2313 -0.0669 -1.5813
H: -1.7125 0.2271 -0.5958
H: 0.7060 2.0424 0.2190
H: -0.9274 2.6111 -0.4333

## Properties
* frontier orbital gap: 0.3863 Ha
* SMILES: CC(=O)[C@H]1CO1.[H][H]
* energy above the lowest of the compared OMol25 structures with the same formula, charge and spin: 75.6 kcal/mol

How positive or negative is each atom? The Mulliken charges in e answer that:
1 C -1.16
2 C 0.57
3 O -0.47
4 C -0.03
5 C -0.31
6 O -0.38
7 H 0.29
8 H 0.33
9 H 0.35
10 H 0.06
11 H -0.08
12 H 0.35
13 H 0.22
14 H 0.27

The following is a quantum chemistry calculation of a molecular structure, C5H13NO2 in a non-equilibrium geometry, from OMol25.

Geometry (Å):
C: -1.5344 -1.0126 -0.4111
O: -0.8400 0.1900 -0.4265
C: -0.9123 -2.1386 -1.2154
C: -0.5203 -1.7185 -2.6409
H: -2.5511 -0.8250 -0.7960
H: -1.6899 -1.3630 0.6296
H: -1.5977 -2.9851 -1.2944
H: -0.0036 -2.5078 -0.7235
H: -0.0415 -2.5278 -3.1896
H: 0.0891 -0.8177 -2.6629
H: -1.4503 -1.4724 -3.1668
O: 1.8389 2.5700 3.3398
C: 2.1306 2.5271 2.1819
C: 1.3190 1.8245 1.1255
N: 0.1998 1.0616 1.6483
H: 3.0379 3.0297 1.7959
H: 0.9751 2.6026 0.4395
H: 1.9688 1.1653 0.5485
H: -0.5255 1.6132 2.0698
H: -0.3391 0.5084 0.5121
H: 0.4465 0.2762 2.2362

## Properties
* frontier orbital gap: 0.3486 Ha
* energy above the lowest of the compared OMol25 structures with the same formula, charge and spin: 48.5 kcal/mol

How positive or negative is each atom? The Mulliken charges in e answer that:
1 C -0.41
2 O -0.67
3 C -0.28
4 C -1.12
5 H 0.28
6 H 0.28
7 H 0.26
8 H 0.28
9 H 0.34
10 H 0.26
11 H 0.29
12 O -0.45
13 C 0.00
14 C -0.50
15 N -0.51
16 H 0.35
17 H 0.33
18 H 0.35
19 H 0.25
20 H 0.41
21 H 0.28

The following is a quantum chemistry calculation of C4H11NS in the gas phase in a non-equilibrium geometry, from OMol25.

Geometry (Å):
C: 1.1052 -0.6690 1.7824
N: 0.2158 -0.2219 0.6354
C: -1.1646 -0.6025 0.4220
C: -1.7666 0.1391 -0.6805
S: -0.5215 0.7204 -1.9518
C: 2.5932 -0.2632 1.5797
H: 0.8831 -1.7316 1.9239
H: 0.5661 -0.1776 2.5998
H: 0.3617 0.7379 0.5213
H: -1.3194 -1.5627 0.2493
H: -1.6888 -0.6178 1.3378
H: -2.2860 1.0578 -0.3569
H: -2.3941 -0.5290 -1.2818
H: -0.6680 2.0999 -1.7477
H: 3.1286 -0.7562 2.4532
H: 2.8620 0.7909 1.6975
H: 2.7845 -0.9113 0.7631

## Properties
* frontier orbital gap: 0.3236 Ha
* SMILES: CCNCCS
* energy above the lowest of the compared OMol25 structures with the same formula, charge and spin: 50.0 kcal/mol

How positive or negative is each atom? The Mulliken charges in e answer that:
1 C -0.64
2 N -0.18
3 C -0.71
4 C -0.66
5 S -0.25
6 C -1.05
7 H 0.36
8 H 0.40
9 H 0.15
10 H 0.43
11 H 0.43
12 H 0.31
13 H 0.33
14 H 0.12
15 H 0.29
16 H 0.35
17 H 0.32